Entry 1:
{
  "formula": "C29H23Cl5I2IrN4O",
  "method": "wB97M-V/def2-TZVPD",
  "elements": ["Ir", "I", "C", "C", "C", "I", "C", "C", "C", "C", "N", "C", "C", "O", "H", "H", "H", "H", "N", "C", "C", "C", "C", "C", "C", "C", "C", "C", "C", "C", "C", "H", "H", "H", "H", "H", "H", "H", "H", "H", "H", "N", "C", "C", "N", "H", "H", "H", "H", "H", "H", "H", "H", "H", "Cl", "C", "C", "C", "Cl", "C", "Cl", "C", "Cl", "C", "Cl"],
  "coordinates": [[-0.350286, 0.444231, -0.303565], [2.025649, -3.920290, -2.180408], [-0.050154, -3.952145, -1.972743], [-0.756011, -5.127397, -2.278494], [-2.110447, -5.178303, -2.129448], [-3.093617, -6.961844, -2.592566], [-2.819957, -4.037567, -1.664364], [-4.220204, -3.998018, -1.483948], [-4.815838, -2.854838, -1.039605], [-4.009494, -1.736118, -0.771632], [-2.709301, -1.726981, -0.921711], [-2.100286, -2.854654, -1.359760], [-0.662655, -2.800634, -1.512687], [0.025416, -1.731426, -1.232600], [-0.212907, -5.993208, -2.631347], [-4.808479, -4.878658, -1.703049], [-5.885630, -2.797051, -0.895496], [-4.471563, -0.817799, -0.422017], [0.657236, 0.616764, -2.224982], [2.037822, 0.968652, -2.111030], [3.011281, 0.127828, -2.629697], [4.351712, 0.438887, -2.454711], [4.702547, 1.597905, -1.776011], [3.716238, 2.417586, -1.246551], [2.359396, 2.115036, -1.385043], [1.352478, 2.917951, -0.622026], [1.592397, 4.290696, -0.517323], [0.922099, 5.083208, 0.398290], [0.028226, 4.481078, 1.265317], [-0.265078, 3.128594, 1.133325], [0.317462, 2.320450, 0.150703], [0.531963, -0.305616, -2.640836], [0.148568, 1.314193, -2.762220], [2.715744, -0.768754, -3.162079], [5.113757, -0.214107, -2.858350], [5.744673, 1.859355, -1.649104], [4.000829, 3.294161, -0.679174], [2.334763, 4.737553, -1.167281], [1.111810, 6.146964, 0.444122], [-0.473438, 5.062402, 2.028798], [-1.003975, 2.714193, 1.808317], [2.244630, 0.288510, 3.452807], [2.952961, -0.444457, 2.323661], [2.446361, 0.080816, 1.006216], [1.203239, -0.561610, 0.620852], [2.509449, -0.072950, 4.371271], [1.224579, 0.200899, 3.365564], [2.465747, 1.286946, 3.425538], [2.781899, -1.509745, 2.472924], [4.017026, -0.241991, 2.426784], [3.200611, -0.089536, 0.237928], [2.302835, 1.161001, 1.059944], [0.756371, -1.021600, 1.416580], [1.351800, -1.318856, -0.067946], [-2.468319, 1.653800, -0.932984], [-2.732558, 1.205540, 0.756675], [-1.665835, 0.463501, 1.226312], [-1.815147, -0.017920, 2.505233], [-0.588357, -1.120689, 3.120510], [-2.921683, 0.293580, 3.305975], [-3.032882, -0.292688, 4.916224], [-3.946402, 1.094454, 2.789230], [-5.307425, 1.505446, 3.746410], [-3.860497, 1.551543, 1.465407], [-5.101149, 2.483727, 0.741872]],
  "forces_ev_per_angstrom": [[0.4, 0.1, -0.5], [0.0, 0.0, 0.0], [0.0, 0.0, 0.0], [0.0, 0.0, 0.0], [0.0, 0.0, 0.0], [0.0, 0.0, 0.0], [0.0, 0.0, 0.0], [0.0, 0.0, 0.0], [0.0, 0.0, 0.0], [0.0, 0.0, 0.0], [0.0, 0.1, 0.1], [0.1, 0.0, 0.0], [0.0, -0.1, 0.0], [-0.6, 0.4, 0.1], [0.0, 0.0, 0.0], [0.0, 0.0, 0.0], [0.0, 0.0, 0.0], [0.0, 0.1, 0.0], [-0.1, 0.2, 0.1], [0.1, 0.0, 0.1], [0.0, 0.1, 0.0], [0.0, 0.0, 0.0], [0.0, 0.0, 0.0], [0.0, 0.0, 0.0], [-0.1, 0.0, 0.0], [0.1, -0.1, 0.1], [0.0, 0.0, 0.0], [0.0, 0.0, 0.0], [0.0, 0.0, 0.0], [-0.1, 0.1, 0.0], [0.0, -0.1, -0.1], [0.0, 0.0, 0.0], [0.1, 0.0, -0.1], [0.0, 0.0, 0.0], [0.0, 0.0, 0.0], [0.0, 0.0, 0.0], [0.0, 0.0, 0.0], [0.0, 0.0, 0.0], [0.0, 0.0, 0.0], [0.0, 0.0, 0.0], [0.0, 0.0, -0.1], [0.4, 0.1, 0.0], [0.2, 0.3, 0.3], [0.4, 0.1, -0.1], [-0.6, -0.4, -0.5], [0.0, 0.0, 0.0], [-0.2, -0.2, 0.0], [0.0, 0.0, 0.0], [0.0, 0.0, -0.1], [0.0, 0.0, 0.2], [0.0, 0.0, 0.0], [0.1, 0.0, 0.1], [0.1, 0.1, -0.3], [-0.1, 0.0, 0.0], [0.1, -0.3, 0.2], [-0.3, 0.1, -0.1], [0.2, -0.3, -0.1], [-0.2, 0.1, 0.1], [-0.3, 0.0, 0.5], [-0.1, 0.0, 0.0], [0.0, 0.0, 0.0], [0.2, -0.1, 0.0], [0.0, 0.0, 0.0], [0.0, -0.1, 0.0], [0.1, 0.0, 0.0]],
  "mulliken_charge": [3.291, -0.025, -0.213, -0.381, -0.421, 0.078, 1.116, -0.657, -1.176, 0.033, 0.051, 0.154, -0.802, -0.190, 0.376, 0.190, 0.409, 0.384, -0.522, 0.516, -0.744, -0.777, -0.932, -0.646, 0.312, 0.749, -0.564, -0.974, -0.966, -0.660, 0.153, 0.190, 0.384, 0.479, 0.437, 0.431, 0.549, 0.564, 0.398, 0.479, 0.380, -0.062, -1.088, -0.045, -0.746, 0.404, -0.014, 0.394, 0.398, 0.476, -0.019, 0.284, 0.242, 0.142, -0.194, 0.327, -1.603, 1.356, -0.258, -0.265, -0.182, 0.533, -0.167, -0.221, -0.149],
  "e_above_lowest_kj_mol": 0.0,
  "total_charge": 1,
  "homo_energy_ha": -0.345,
  "energy_ev": -120101.3732,
  "multiplicity": 1
}

Entry 2:
{
  "formula": "C14H54N14O13",
  "method": "wB97M-V/def2-TZVPD",
  "elements": ["C", "C", "O", "H", "H", "H", "H", "H", "H", "C", "O", "N", "N", "H", "H", "H", "H", "C", "O", "N", "N", "H", "H", "H", "H", "C", "O", "N", "N", "H", "H", "H", "H", "C", "O", "N", "N", "H", "H", "H", "H", "C", "O", "N", "N", "H", "H", "H", "H", "C", "O", "N", "N", "H", "H", "H", "H", "C", "O", "N", "N", "H", "H", "H", "H", "C", "O", "H", "H", "H", "H", "C", "O", "H", "H", "H", "H", "C", "O", "H", "H", "H", "H", "C", "O", "H", "H", "H", "H", "C", "O", "H", "H", "H", "H"],
  "coordinates": [[-4.179045, -0.899812, 0.835305], [-5.037009, -0.430111, 1.919661], [-6.082524, 0.250607, 1.286256], [-3.209073, -0.984952, 1.288972], [-3.971938, -0.146848, 0.073087], [-4.430521, -1.896119, 0.399148], [-4.555541, 0.266631, 2.614975], [-5.513636, -1.225802, 2.550785], [-6.633627, 0.706863, 1.922779], [3.199530, -0.311008, 3.132363], [3.484536, -0.637198, 1.791700], [2.866211, -1.272120, 4.001192], [3.102771, 0.888894, 3.572556], [3.109516, -2.224511, 3.718591], [2.746086, -1.014971, 5.020143], [3.096648, 1.623586, 2.902961], [2.723622, 1.214133, 4.516194], [-2.489736, 1.974824, -2.510418], [-2.994518, 1.936402, -1.185053], [-1.308885, 1.649139, -2.813793], [-3.288328, 2.325187, -3.453992], [-0.632802, 1.530603, -2.017625], [-0.853669, 1.903369, -3.740725], [-4.222526, 2.624897, -3.123979], [-3.003405, 2.780837, -4.337710], [-3.434260, -1.280342, -2.897338], [-3.944476, -2.509793, -2.724067], [-2.212907, -1.021739, -2.574193], [-4.043855, -0.362541, -3.457488], [-1.699745, -1.882528, -2.390331], [-1.633657, -0.184093, -2.717651], [-5.047521, -0.358363, -3.596434], [-3.591191, 0.608808, -3.597845], [-0.468615, -3.573849, 1.524205], [-0.254848, -4.888935, 1.038268], [-1.587558, -2.886730, 1.339198], [0.342352, -2.890138, 2.316916], [-2.332735, -3.499217, 0.843303], [-2.070973, -2.434955, 2.101038], [1.271644, -3.269739, 2.663756], [0.031781, -2.096738, 2.851354], [-0.520671, -0.150969, 4.605180], [-0.202912, -0.446852, 5.904682], [0.192577, -0.558002, 3.589309], [-1.532023, 0.612084, 4.279463], [1.189091, -0.910529, 3.762439], [0.010509, -0.385532, 2.569203], [-2.038090, 1.133081, 5.036280], [-1.716374, 1.041974, 3.369012], [1.604611, 3.711471, -2.944440], [1.197882, 4.652899, -1.931038], [1.936176, 4.053681, -4.144097], [1.792110, 2.453018, -2.801227], [2.120605, 5.099456, -4.206246], [2.351031, 3.529632, -4.903753], [1.443748, 2.053928, -1.972223], [2.033577, 1.767418, -3.490676], [0.137388, -0.178919, -0.079694], [0.572685, 0.856180, -0.909606], [-1.049377, -0.751115, -0.134876], [0.778233, -0.732889, 0.914680], [-1.666052, -0.505669, -0.962439], [-1.335423, -1.562394, 0.456222], [1.866008, -0.578686, 0.912933], [0.553173, -1.691491, 1.342062], [2.458307, 2.646393, 0.906438], [2.600221, 3.222573, 2.162349], [1.988593, 3.354025, 0.321229], [1.797179, 1.734822, 0.815272], [3.414229, 2.431426, 0.529834], [2.565275, 4.215783, 2.070663], [-1.202841, 2.428880, 1.350130], [-1.977259, 1.252250, 1.598451], [-1.615028, 3.189822, 1.946082], [-1.217392, 2.826396, 0.331532], [-0.152969, 2.253795, 1.606111], [-1.798353, 0.562480, 0.954495], [4.446902, -0.638241, -1.285330], [3.780048, 0.548315, -1.256456], [4.399022, -1.232550, -2.170558], [4.367612, -1.133667, -0.271878], [5.568880, -0.506196, -1.347319], [2.913931, 0.388303, -1.455198], [2.628380, -3.702383, -0.286551], [3.282604, -4.039574, -1.512926], [1.599366, -4.075314, -0.258684], [2.665271, -2.651526, 0.005223], [3.092440, -4.232246, 0.529301], [4.242461, -4.090126, -1.331515], [1.484949, -1.036229, -3.204857], [2.046643, -0.095041, -4.057011], [2.030952, -1.129139, -2.236599], [1.692378, -1.979990, -3.741070], [0.341476, -0.891829, -3.204000], [1.592675, -0.234613, -4.854372]],
  "forces_ev_per_angstrom": [[1.7, -1.4, -0.6], [-1.9, 0.3, 1.4], [-1.2, 0.7, -0.7], [0.7, -0.4, 0.2], [-0.6, 0.1, -0.1], [-0.1, 0.9, 0.1], [0.5, -0.2, -0.2], [0.8, 0.1, -0.4], [-0.1, 0.0, 0.2], [1.2, -2.6, -6.4], [-1.3, 1.4, 6.4], [0.3, -1.6, 1.8], [-0.7, 3.0, 2.2], [0.0, 0.6, 0.5], [0.3, -0.8, -1.6], [0.2, 0.9, -0.5], [0.8, -1.2, -1.8], [-3.7, 1.2, 9.8], [2.7, -0.4, -6.7], [6.2, -0.5, -1.5], [-4.2, 2.7, -3.5], [-0.2, -0.1, -0.4], [-1.1, -0.4, 1.8], [1.0, -0.2, -0.2], [0.1, -0.6, 1.0], [-2.4, -9.5, 1.5], [1.9, 4.5, -0.2], [5.2, -1.2, 1.4], [-3.6, 7.5, -3.6], [-0.1, 0.4, 0.0], [-1.0, -0.6, -0.5], [0.4, -0.5, 0.1], [-1.4, -2.6, 0.2], [1.7, -8.8, -1.0], [-1.0, 7.9, 2.4], [-5.0, -2.2, -2.2], [3.9, -2.3, 1.4], [1.7, 1.4, 0.8], [0.4, 0.1, 0.5], [-2.0, 0.2, -1.0], [-0.6, 0.1, 0.8], [1.0, -0.2, 7.1], [-1.0, 1.1, -5.9], [3.1, -1.8, -2.5], [-3.3, 2.7, 1.6], [-2.2, 0.6, 0.0], [0.1, 1.0, 1.7], [0.9, -1.3, -0.8], [0.5, -0.8, -0.2], [-1.5, 4.7, 5.6], [1.9, -5.0, -5.3], [1.0, 6.4, -3.9], [-0.7, -2.9, 2.2], [-0.6, -2.0, -0.2], [-0.1, -0.4, 0.8], [-0.2, -0.6, 1.3], [0.3, 0.1, -0.5], [0.4, 2.8, -3.2], [-1.9, -4.8, 3.7], [-2.9, 1.4, -3.3], [6.0, 0.2, 0.9], [0.6, -0.4, 1.8], [0.6, 0.8, -0.9], [-2.1, -0.1, 0.6], [0.5, 1.8, -1.7], [-0.9, -1.4, -0.5], [-0.2, 2.0, 2.0], [-1.0, 1.3, -1.9], [0.9, 0.9, 0.9], [1.2, -0.6, -0.8], [0.1, -1.9, 0.2], [0.8, -0.7, -0.8], [-0.2, 0.7, 0.4], [-0.4, 1.0, 1.1], [-0.3, -0.6, -0.1], [-0.1, 0.1, 0.2], [0.0, 0.2, -0.5], [3.5, -1.2, 2.1], [2.8, 2.0, 0.2], [-1.3, -0.8, -0.6], [-0.3, -0.3, -1.4], [-0.9, 0.8, 0.3], [-3.7, -0.3, -0.6], [-0.1, -0.5, 0.3], [0.4, 0.3, 0.4], [0.1, 0.2, -0.6], [0.1, 0.2, -0.5], [0.4, -0.3, 0.5], [-0.9, 0.1, -0.2], [-1.1, -2.2, -0.3], [1.4, 1.9, 1.0], [-0.9, 0.5, -0.7], [-0.5, -0.3, 0.8], [1.7, -0.3, 0.8], [-0.6, 0.0, -1.9]],
  "mulliken_charge": [0.930, -0.538, -0.545, -1.099, -0.279, 0.647, 0.217, 0.293, 0.309, 0.098, -0.661, -0.534, -0.171, 0.240, 0.279, 0.166, 0.296, 0.446, -0.657, -0.082, -0.413, -0.368, 0.168, 0.353, 0.210, 0.346, -0.800, -0.340, -0.248, 0.218, -0.027, 0.279, 0.458, 0.073, -0.676, -0.436, -0.209, 0.295, 0.316, 0.171, 0.522, 0.159, -0.803, 0.045, -0.243, 0.065, 0.245, 0.257, 0.367, 0.599, -0.723, -0.420, 0.174, 0.306, 0.191, -0.567, 0.331, -3.037, 2.021, 1.329, 2.312, -0.393, -0.094, -0.731, 0.446, -1.321, -0.706, 0.913, 0.020, 0.424, 0.396, -0.614, -0.764, 0.522, 0.203, 0.107, -0.056, -0.489, -0.460, 0.332, 0.089, 0.323, -0.159, -0.523, -0.556, 0.124, 0.110, 0.476, 0.328, 0.494, -0.582, -0.460, 0.442, 0.004, 0.302],
  "e_above_lowest_kj_mol": 500.0,
  "homo_energy_ha": -0.334,
  "energy_ev": -62866.9017,
  "multiplicity": 1
}